Entry 1:
Below is a cluster of 12 separate species, C36H96O12 in total, with properties calculated with the ωB97M-V functional and the def2-TZVPD basis.

Cartesian coordinates (Å):
C1 -4.7035 -1.0407 -2.4436
C2 -3.6485 -1.1663 -1.3225
C3 -3.8766 -2.0014 -0.0894
O1 -2.4800 -1.4443 -1.9955
H1 -4.2557 -0.5223 -3.2915
H2 -5.4432 -0.3382 -2.0598
H3 -5.1780 -1.9767 -2.7384
H4 -3.6000 -0.1069 -1.0707
H5 -3.8285 -3.0694 -0.3017
H6 -4.9034 -1.9105 0.2650
H7 -3.1948 -1.8634 0.7498
H8 -2.5154 -2.2633 -2.4951
C4 -2.6262 3.0125 -6.2696
C5 -2.8968 2.2951 -4.9587
C6 -2.2969 3.0736 -3.6971
O2 -4.3185 2.4225 -4.8766
H9 -1.5668 3.1992 -6.4453
H10 -3.2307 3.9128 -6.3808
H11 -3.0366 2.4648 -7.1180
H12 -2.5539 1.2655 -5.0608
H13 -1.2233 3.1298 -3.8766
H14 -2.3420 2.7412 -2.6601
H15 -2.6661 4.0885 -3.5489
H16 -4.5756 3.3099 -5.1374
C7 1.9661 2.9675 -3.4137
C8 2.0319 3.3226 -4.8540
C9 1.0937 4.4647 -5.2897
O3 3.3455 3.9147 -4.9029
H17 2.7569 2.2347 -3.2533
H18 0.9742 2.7585 -3.0132
H19 2.2270 3.8163 -2.7817
H20 2.1916 2.3233 -5.2590
H21 1.1752 4.7516 -6.3381
H22 1.2691 5.3764 -4.7186
H23 0.0547 4.1860 -5.1140
H24 3.8962 3.2105 -5.2529
C10 -0.9733 1.5545 4.9778
C11 0.4107 2.1653 4.7623
C12 0.4477 3.4439 3.8008
O4 0.7064 2.6550 6.1172
H25 -1.7680 2.2979 4.9134
H26 -0.9721 0.9555 5.8884
H27 -1.2208 0.8352 4.1971
H28 1.1745 1.4251 4.5236
H29 1.3755 4.0047 3.6877
H30 -0.3061 4.1777 4.0862
H31 -0.0526 3.1847 2.8677
H32 0.9676 1.9771 6.7447
C13 1.3972 0.7388 -0.7348
C14 0.0462 0.0673 -0.4977
C15 -0.4784 0.1710 0.9325
O5 -0.8431 0.7338 -1.4207
H33 1.4717 1.8147 -0.5768
H34 1.7136 0.6675 -1.7755
H35 2.1959 0.2911 -0.1434
H36 0.0798 -1.0053 -0.6886
H37 0.1592 -0.1056 1.7721
H38 -1.2918 -0.5133 1.1739
H39 -0.7901 1.2046 1.0833
H40 -1.4374 0.0051 -1.6137
C16 1.4134 -2.8192 7.0670
C17 1.1795 -2.7248 5.5475
C18 0.7851 -1.3782 5.0400
O6 2.3529 -3.2093 5.0273
H41 0.4587 -2.5292 7.5057
H42 2.2287 -2.1818 7.4090
H43 1.6208 -3.8702 7.2686
H44 0.4422 -3.4849 5.2894
H45 1.7044 -0.7949 4.9878
H46 -0.0297 -0.9479 5.6223
H47 0.3537 -1.5897 4.0616
H48 2.5962 -3.8345 5.7139
C19 3.2190 3.0937 1.6031
C20 4.4128 3.2853 0.6117
C21 5.4689 2.1429 0.5982
O7 3.8732 3.2760 -0.6888
H49 3.5448 3.0454 2.6421
H50 2.7287 2.1450 1.3843
H51 2.6149 3.9959 1.5073
H52 4.8276 4.2845 0.7443
H53 6.2593 2.3725 -0.1163
H54 5.0662 1.2040 0.2183
H55 5.8225 1.8827 1.5959
H56 4.4334 3.5641 -1.4132
C22 -0.6484 4.1528 -0.6370
C23 -1.8920 4.1606 0.2524
C24 -3.0143 5.1259 -0.1203
O8 -2.3907 2.7706 0.2397
H57 -0.2743 5.1627 -0.8051
H58 -1.0061 3.7724 -1.5937
H59 0.1938 3.6323 -0.1810
H60 -1.8161 4.3564 1.3220
H61 -3.6968 5.3584 0.6971
H62 -3.5015 4.5849 -0.9315
H63 -2.7183 6.1295 -0.4258
H64 -1.8321 2.2386 -0.3318
C25 4.8071 -4.4819 2.4910
C26 4.9144 -3.0477 2.0676
C27 4.1231 -2.6623 0.7857
O9 4.2215 -2.3111 3.0091
H65 3.7903 -4.8623 2.5890
H66 5.3274 -4.5648 3.4451
H67 5.2898 -5.1544 1.7818
H68 5.9653 -2.7617 2.1111
H69 3.1045 -3.0497 0.7620
H70 4.7110 -2.9460 -0.0873
H71 4.0148 -1.5780 0.7597
H72 3.7153 -2.9072 3.5659
C28 -3.6515 -2.0020 3.8050
C29 -3.2955 -2.8319 5.0260
C30 -4.2704 -2.4390 6.1834
O10 -3.6249 -4.1816 4.8063
H73 -3.9408 -0.9839 4.0655
H74 -4.5789 -2.3324 3.3372
H75 -2.7690 -1.8767 3.1775
H76 -2.2842 -2.7749 5.4287
H77 -4.4140 -3.2769 6.8656
H78 -5.2800 -2.2653 5.8109
H79 -3.9248 -1.7214 6.9275
H80 -4.5575 -4.3762 4.6885
C31 1.6210 -4.3341 -1.8623
C32 0.3726 -5.0925 -1.3724
C33 -0.5533 -4.3982 -0.2780
O11 -0.3040 -5.5759 -2.4838
H81 2.0345 -4.9098 -2.6904
H82 2.4283 -4.4613 -1.1410
H83 1.4806 -3.2716 -2.0610
H84 0.8797 -5.9598 -0.9496
H85 0.0206 -3.7475 0.3819
H86 -0.9785 -5.2480 0.2559
H87 -1.3388 -3.8026 -0.7431
H88 -1.0498 -4.9839 -2.6061
C34 0.1175 -3.0261 -6.2899
C35 -0.5937 -1.7252 -5.8943
C36 -0.0741 -1.1939 -4.6060
O12 -0.3618 -0.6605 -6.8082
H89 1.1712 -2.9564 -6.0198
H90 0.0463 -3.2955 -7.3436
H91 -0.2909 -3.8196 -5.6640
H92 -1.6440 -2.0033 -5.8079
H93 -0.5918 -1.6128 -3.7431
H94 -0.1779 -0.1557 -4.2904
H95 0.9846 -1.3729 -4.4184
H96 0.5959 -0.6618 -6.7419

Forces on atoms 1 to 6 (eV/Å):
-0.828 0.042 1.180
-1.668 1.379 -0.967
-0.847 -1.006 -0.054
2.912 -0.546 -0.030
0.125 -0.248 0.025
-0.536 -0.284 -0.205

Its spin multiplicity is 2. The energy above the lowest of the compared OMol25 structures with the same formula, charge and spin comes out at 488.7 kJ/mol. Its net charge is +1. As for the expectation value of S²: 0.75. Its HOMO-LUMO gap (spin up / spin down) is 8.459 / 1.935 eV.

Entry 2:
Below is the molecule C4H5ClN2, with properties calculated with the ωB97M-V functional and the def2-TZVPD basis.

Cartesian coordinates (Å):
C1 1.9877 2.2011 -0.1219
C2 0.1163 0.7433 -0.5937
C3 0.6128 -0.4367 1.2717
C4 -1.3417 -1.0725 -0.0620
N1 1.2062 1.3664 -0.4556
N2 -0.1800 -0.2983 0.2679
Cl1 0.0166 -1.8040 2.3162
H1 2.8885 2.2212 -0.5459
H2 -0.4577 0.9152 -1.3919
H3 -1.4474 -0.8425 -1.2149
H4 -1.1477 -2.1968 0.1397
H5 -2.2536 -0.7964 0.3903

Forces on atoms 1 to 6 (eV/Å):
-1.879 1.363 1.569
2.325 -0.275 1.403
0.650 -1.254 2.070
0.486 -2.177 -3.669
-1.651 0.000 -0.165
-0.683 -0.523 0.683

The energy above the lowest of the compared OMol25 structures with the same formula, charge and spin comes out at 561.3 kJ/mol. Its HOMO-LUMO gap is 8.462 eV.

Entry 3:
Below is a cluster of 10 separate species, C21H62BrO9S in total, with properties calculated with the ωB97M-V functional and the def2-TZVPD basis.

Cartesian coordinates (Å):
C1 -6.5774 -0.8952 -1.3631
C2 -7.1505 0.4098 -0.8237
S1 -8.8949 0.7190 -1.1541
C3 -9.6879 -0.7964 -0.5645
Br1 -9.0086 0.5618 -3.2956
H1 -6.1020 -1.4350 -0.5467
H2 -5.8467 -0.6961 -2.1439
H3 -7.3405 -1.5470 -1.7914
H4 -6.6462 1.3021 -1.1989
H5 -7.1380 0.4649 0.2708
H6 -8.9762 -1.3166 0.0760
H7 -10.5730 -0.4885 -0.0119
H8 -9.9613 -1.4217 -1.4100
C4 -6.4493 3.0468 -5.1579
C5 -6.6679 3.9892 -3.9944
O1 -7.9751 4.5547 -3.9706
H9 -6.6393 3.5498 -6.1059
H10 -5.4288 2.6656 -5.1474
H11 -7.1352 2.1958 -5.0896
H12 -5.9894 4.8389 -4.0516
H13 -6.4580 3.4732 -3.0467
H14 -8.6199 3.8408 -3.9994
C6 -1.8981 1.0812 -3.1104
C7 -2.3965 1.4759 -4.4848
O2 -3.2131 2.6477 -4.4515
H15 -2.7378 0.9078 -2.4345
H16 -1.3001 0.1702 -3.1609
H17 -1.2705 1.8564 -2.6695
H18 -3.0299 0.6969 -4.9106
H19 -1.5553 1.6271 -5.1688
H20 -2.6783 3.3712 -4.1069
C8 1.5725 -0.2975 0.6679
C9 1.0543 0.1826 -0.6705
O3 0.2870 1.3845 -0.5741
H21 0.7459 -0.4539 1.3630
H22 2.1211 -1.2334 0.5556
H23 2.2466 0.4423 1.1079
H24 0.3775 -0.5532 -1.1064
H25 1.8837 0.3211 -1.3721
H26 0.8517 2.0627 -0.1885
C10 -7.1152 -4.6233 2.0448
C11 -5.8460 -3.8662 1.7178
O4 -6.0891 -2.4736 1.4718
H27 -7.8382 -4.5360 1.2324
H28 -6.9007 -5.6808 2.1994
H29 -7.5741 -4.2413 2.9596
H30 -5.3925 -4.2430 0.8020
H31 -5.1123 -3.9746 2.5201
H32 -6.4398 -2.0916 2.2839
C12 4.5814 -4.8069 -0.8098
C13 4.4146 -3.9482 0.4274
O5 3.1087 -3.3644 0.5069
H33 4.3896 -4.2268 -1.7133
H34 5.5938 -5.2094 -0.8633
H35 3.8878 -5.6516 -0.7932
H36 5.1034 -3.1044 0.4081
H37 4.6276 -4.5167 1.3339
H38 2.4693 -4.0822 0.5604
C14 5.8924 -1.3320 4.0437
C15 5.0194 -2.5654 3.9496
O6 5.7287 -3.6905 3.4328
H39 6.2965 -1.0804 3.0608
H40 5.3281 -0.4768 4.4201
H41 6.7312 -1.4989 4.7223
H42 4.1888 -2.4103 3.2592
H43 4.5969 -2.8062 4.9312
H44 6.4760 -3.8646 4.0151
C16 -0.4132 3.3386 -7.8012
C17 0.4509 2.0941 -7.8736
O7 1.5879 2.2620 -8.7067
H45 -0.7371 3.6376 -8.7980
H46 -1.2994 3.1592 -7.1884
H47 0.1397 4.1715 -7.3600
H48 -0.1076 1.2687 -8.3157
H49 0.7552 1.7823 -6.8670
H50 2.1274 2.9763 -8.3520
C18 9.7053 0.5750 6.7897
C19 8.4422 -0.1538 7.2042
O8 8.3292 -1.4363 6.5930
H51 9.7403 0.6876 5.7053
H52 9.7455 1.5661 7.2451
H53 10.5967 0.0270 7.1046
H54 7.5604 0.3959 6.8754
H55 8.3950 -0.2474 8.2946
H56 9.0801 -1.9757 6.8621
C20 7.3712 3.6463 5.0546
C21 6.2457 2.6976 4.6920
O9 5.8799 1.8485 5.7746
H57 8.2462 3.0877 5.3888
H58 7.6553 4.2567 4.1963
H59 7.0681 4.3206 5.8592
H60 6.5570 2.0227 3.8943
H61 5.3740 3.2551 4.3322
H62 5.5832 2.3971 6.5086

Forces on atoms 1 to 6 (eV/Å):
0.026 -0.048 -0.063
0.104 0.028 0.105
-0.015 0.037 0.058
0.013 -0.007 -0.023
-0.049 -0.002 -0.120
0.030 -0.037 -0.043

Its net charge is +1. Its HOMO-LUMO gap is 6.056 eV.

Entry 4:
Below is a structure of composition C3H2O3, with properties calculated with the ωB97M-V functional and the def2-TZVPD basis.

Cartesian coordinates (Å):
O1 -1.1480 1.1941 1.7164
C1 -0.5050 0.6106 0.9034
O2 0.8358 0.4780 0.9369
C2 1.1177 -0.6779 -0.6686
C3 -0.1806 -0.6785 -0.9421
O3 -1.0898 -0.0677 -0.1418
H1 1.5324 0.3480 0.0480
H2 -0.6041 -1.1633 -1.8141

Forces on atoms 1 to 6 (eV/Å):
0.292 -0.228 -0.420
-0.102 0.207 0.306
-0.010 -0.167 -0.239
-0.325 -0.048 -0.120
0.106 -0.068 -0.032
0.063 0.068 0.146

The energy above the lowest of the compared OMol25 structures with the same formula, charge and spin comes out at 433.7 kJ/mol. Its HOMO-LUMO gap is 9.466 eV.

Entry 5:
Below is a structure of composition C10H24AsO5P2S6TeV, with properties calculated with the ωB97M-V functional and the def2-TZVPD basis.

Cartesian coordinates (Å):
V1 0.5829 -1.3222 0.7550
S1 -3.3286 -2.9275 2.0681
As1 -1.2515 -3.0353 2.5010
S2 -0.4323 -0.9265 2.7034
S3 -0.0439 -3.5353 0.6902
S4 -0.6252 -4.1950 4.1709
C1 -4.7278 2.0575 -1.7103
C2 -4.2079 0.9751 -0.7814
C3 -4.2170 -0.4021 -1.4085
O1 -2.9322 1.3997 -0.2446
P1 -1.4414 1.2367 -0.7767
S5 -0.2630 2.4267 0.1925
S6 -0.9860 -0.7478 -0.8002
O2 -1.6632 1.6447 -2.3156
C4 -0.7434 1.4498 -3.4120
C5 0.7177 1.4458 -3.0041
C6 -1.1488 0.2024 -4.1719
H1 -5.7654 1.8349 -1.9771
H2 -4.1311 2.1070 -2.6224
H3 -4.6881 3.0319 -1.2200
H4 -4.8302 0.9429 0.1131
H5 -3.6204 -0.4362 -2.3232
H6 -5.2562 -0.6325 -1.6661
H7 -3.8504 -1.1683 -0.7245
H8 -0.9257 2.3188 -4.0482
H9 0.9565 0.5970 -2.3615
H10 0.9878 2.3556 -2.4712
H11 1.3204 1.3652 -3.9127
H12 -0.9320 -0.6938 -3.5905
H13 -0.5953 0.1587 -5.1154
H14 -2.2176 0.2214 -4.3945
C7 3.0859 -3.3345 3.7032
C8 2.9956 -1.9007 3.2581
O3 2.6111 -1.8917 1.8529
P2 3.1845 -0.8799 0.7514
O4 2.3333 -1.3438 -0.4200
Te1 5.5219 -0.7069 0.6653
O5 2.3880 0.4558 1.1761
C9 2.8842 1.4594 2.0933
C10 3.4224 2.6370 1.3213
H15 3.4119 -3.3646 4.7474
H16 3.8143 -3.8709 3.0922
H17 2.1122 -3.8218 3.6289
H18 3.9480 -1.3788 3.3564
H19 2.2109 -1.3584 3.7835
H20 3.6414 1.0216 2.7431
H21 2.0168 1.7332 2.6907
H22 4.2860 2.3388 0.7271
H23 3.7359 3.4134 2.0266
H24 2.6545 3.0433 0.6609

Forces on atoms 1 to 6 (eV/Å):
0.115 0.008 -0.295
0.292 -0.002 0.055
-0.242 -0.217 0.177
-0.173 -0.044 0.430
-0.169 -0.239 0.178
-0.102 0.120 -0.175

Its spin multiplicity is 3. The energy above the lowest of the compared OMol25 structures with the same formula, charge and spin comes out at 102.1 kJ/mol. Its net charge is -2. As for the expectation value of S²: 2.03. Its HOMO-LUMO gap (spin up / spin down) is 5.486 / 5.513 eV.

| no. | maximum force (Eh/bohr) | E_tot (eV) |
| --- | --- | --- |
| 1 | 0.0755 | -63443.3076 |
| 2 | 0.0835 | -19726.1275 |
| 3 | 0.0048 | -122078.2176 |
| 4 | 0.0109 | -9281.0315 |
| 5 | 0.0172 | -198416.5035 |